Record 1
{
  "formula": "FH14MnO7",
  "method": "ωB97M-V/def2-TZVPD",
  "species": ["Mn", "F", "O", "H", "H", "O", "H", "H", "O", "H", "H", "O", "H", "H", "O", "H", "H", "O", "H", "H", "O", "H", "H"],
  "xyz": [[-0.4530, 1.3764, -1.6300], [-0.6150, -0.1906, -0.3540], [1.4590, -1.2366, 1.0700], [1.3360, -1.3796, 2.0200], [0.5820, -1.1856, 0.6050], [3.0310, 0.8024, 0.4840], [3.2770, 0.5964, -0.4050], [2.1640, 0.3504, 0.5770], [-0.4210, -2.5516, -0.9650], [-0.6530, -1.6626, -0.6650], [-1.3370, -2.8326, -0.9670], [-1.0810, 0.3304, 2.2390], [-0.9350, 0.1354, 1.2860], [-0.6780, 1.2044, 2.1990], [1.0050, -0.1056, -2.5470], [0.7080, -0.5756, -3.3370], [1.2770, -0.8536, -1.9620], [-3.1860, -0.1056, 0.0180], [-3.4900, -0.2986, -0.8660], [-2.2550, -0.1146, -0.1460], [0.0170, 2.3514, 1.0700], [0.8030, 2.8244, 1.2480], [-0.5550, 3.1204, 1.0290]],
  "multiplicity": 6,
  "e_tot_ha": -1785.6165,
  "s2": 8.752,
  "lumo_ha": [-0.2831, -0.2832],
  "e_homo_ev": [-13.6, -13.6],
  "charge": 1,
  "e_above_lowest_kj_mol": 502.1,
  "orbital_gap_ev": [5.854, 5.849]
}

***

Record 2
{
  "formula": "C7H9NO",
  "method": "ωB97M-V/def2-TZVPD",
  "species": ["C", "C", "C", "N", "C", "C", "O", "C", "C", "H", "H", "H", "H", "H", "H", "H", "H", "H"],
  "xyz": [[3.1177, -0.4259, 0.7120], [2.2078, -0.7579, -0.5785], [0.8735, -0.0357, -0.4194], [-0.2120, -0.6989, -0.0273], [-1.1292, 0.3449, 0.1468], [-2.5162, 0.1302, 0.1101], [-3.0632, -1.1011, 0.0606], [-0.5528, 1.5923, 0.0724], [0.7788, 1.3794, -0.2758], [3.4953, 0.6395, 0.6081], [2.3641, -0.6034, 1.6288], [4.0015, -1.1372, 0.7797], [1.9277, -1.7530, -0.4340], [2.5881, -0.5187, -1.6138], [-3.3367, 0.8691, 0.2395], [-2.3384, -1.7145, -0.0839], [-0.9787, 2.5592, 0.4946], [1.5882, 1.9961, -0.5182]],
  "e_tot_ha": -402.0570,
  "lumo_ha": -0.0049,
  "e_homo_ev": -8.7,
  "e_above_lowest_kj_mol": 220.6,
  "smiles": "CCC1=N/C(=C\\O)C=C1",
  "orbital_gap_ev": 8.525
}

***

Record 3
{
  "formula": "C10H20P",
  "method": "ωB97M-V/def2-TZVPD",
  "species": ["C", "C", "C", "C", "C", "C", "C", "C", "C", "C", "P", "H", "H", "H", "H", "H", "H", "H", "H", "H", "H", "H", "H", "H", "H", "H", "H", "H", "H", "H", "H"],
  "xyz": [[-0.3585, 0.6168, -0.1302], [-1.3909, 0.1516, -0.6604], [-1.3754, 1.6344, 1.7062], [-2.7324, -1.9435, -0.6961], [2.0288, 1.6922, -1.8795], [0.7168, -2.1859, 1.4985], [-0.0853, 1.7305, 0.8456], [-2.3589, -0.5552, -1.3652], [2.5277, 0.7067, -0.8937], [1.6643, -1.1680, 0.9507], [1.2657, -0.5804, -0.7186], [-1.5737, 0.6411, 2.1765], [-2.2233, 1.9030, 1.0069], [-1.3633, 2.4284, 2.3371], [-1.7744, -2.3853, -0.4862], [-3.5367, -2.3313, -1.3661], [-3.1508, -1.7067, 0.2326], [1.0879, 2.1464, -1.6101], [2.7801, 2.5103, -1.9393], [1.9791, 1.1396, -2.8431], [0.3428, -2.9013, 0.7384], [1.1313, -2.9050, 2.1700], [-0.2380, -1.8249, 1.8505], [0.8884, 1.5205, 1.2770], [0.0019, 2.6460, 0.2473], [-3.1878, 0.0666, -1.4171], [-1.8644, -0.6560, -2.3884], [2.9044, 1.1754, 0.1524], [3.4432, 0.2259, -1.0877], [2.7030, -1.6262, 0.7898], [1.7479, -0.1654, 1.5021]],
  "e_tot_ha": -733.9826,
  "lumo_ha": -0.1866,
  "e_homo_ev": -13.1,
  "charge": 1,
  "e_above_lowest_kj_mol": 348.9,
  "orbital_gap_ev": 8.053
}

***

Record 4
{
  "formula": "C25H90N38O29",
  "method": "ωB97M-V/def2-TZVPD",
  "species": ["C", "C", "C", "O", "C", "C", "C", "O", "O", "O", "H", "H", "C", "O", "N", "N", "H", "H", "H", "H", "C", "O", "N", "N", "H", "H", "H", "H", "C", "O", "N", "N", "H", "H", "H", "H", "C", "O", "N", "N", "H", "H", "H", "H", "C", "O", "N", "N", "H", "H", "H", "H", "C", "O", "N", "N", "H", "H", "H", "H", "C", "O", "N", "N", "H", "H", "H", "H", "C", "O", "N", "N", "H", "H", "H", "H", "C", "O", "N", "N", "H", "H", "H", "H", "C", "O", "N", "N", "H", "H", "H", "H", "C", "O", "N", "N", "H", "H", "H", "H", "C", "O", "N", "N", "H", "H", "H", "H", "C", "O", "N", "N", "H", "H", "H", "H", "C", "O", "N", "N", "H", "H", "H", "H", "C", "O", "N", "N", "H", "H", "H", "H", "C", "O", "N", "N", "H", "H", "H", "H", "C", "O", "N", "N", "H", "H", "H", "H", "C", "O", "N", "N", "H", "H", "H", "H", "C", "O", "N", "N", "H", "H", "H", "H", "O", "H", "H", "O", "H", "H", "O", "H", "H", "O", "H", "H", "O", "H", "H", "O", "H", "H"],
  "xyz": [[1.0850, 0.8273, -0.1624], [0.8965, -0.2482, -0.9551], [-0.4323, -0.9970, -0.9265], [-0.7638, -1.9716, -1.7182], [-1.4436, -0.6237, -0.1006], [-1.3149, 0.6607, 0.6695], [0.1267, 1.2936, 0.7993], [0.2981, 2.2265, 1.5973], [-2.2005, 1.0668, 1.3338], [1.9378, -0.6240, -1.6778], [2.0570, 1.2974, -0.1858], [-2.4369, -1.0426, -0.0348], [-3.5636, 3.9327, 0.0635], [-4.1486, 4.9617, -0.0846], [-3.6932, 2.8872, -0.6015], [-2.7634, 3.7935, 1.0428], [-4.2941, 2.9537, -1.4106], [-3.2926, 2.0230, -0.2656], [-2.9272, 4.5244, 1.7204], [-2.2785, 2.9543, 1.3269], [-0.6986, 8.3743, 0.1263], [-0.2937, 7.8568, -0.9025], [-0.5984, 9.6324, 0.2105], [-1.3434, 7.7712, 1.1008], [-0.1175, 10.2208, -0.4549], [-0.8314, 10.2013, 1.0118], [-1.9115, 8.3336, 1.7181], [-1.4290, 6.7649, 1.0919], [-5.3699, -0.6330, -4.5163], [-6.4458, -1.1874, -4.3652], [-4.9979, 0.4313, -3.9528], [-4.4989, -1.0510, -5.3538], [-4.2558, 1.0268, -4.2917], [-5.6233, 0.8001, -3.2506], [-3.5826, -0.6493, -5.4924], [-4.8833, -1.7472, -5.9763], [6.7481, -3.5955, 2.0109], [7.3790, -3.8737, 0.9803], [5.4826, -3.3260, 2.0198], [7.2610, -3.4200, 3.1808], [4.9068, -3.1943, 2.8391], [5.0319, -3.2736, 1.1174], [8.2427, -3.6298, 3.2915], [6.6216, -3.2666, 3.9474], [5.2344, 0.8719, 0.4559], [5.7584, 1.8704, 0.9003], [5.6849, 0.2666, -0.6522], [4.2075, 0.2427, 0.9838], [6.6032, 0.5170, -0.9900], [5.2268, -0.5159, -1.0970], [3.8886, 0.6166, 1.8662], [3.7968, -0.6163, 0.6470], [6.2128, 3.0043, -3.1384], [7.3807, 3.1988, -3.4545], [5.4222, 3.7728, -2.4561], [5.5073, 2.1917, -3.8296], [4.5377, 3.3244, -2.2645], [5.8561, 4.4651, -1.8622], [5.9149, 1.7624, -4.6479], [4.5261, 2.1278, -3.5988], [-5.5625, 0.0511, 0.8993], [-6.7611, -0.0825, 0.9499], [-4.8961, 0.8183, 1.6830], [-4.8541, -0.6771, 0.0996], [-3.9051, 0.9404, 1.5309], [-5.4970, 1.3068, 2.3314], [-3.8687, -0.5466, 0.2787], [-5.2063, -1.4810, -0.4002], [-1.3762, 0.6016, -4.5921], [-0.9817, 1.5543, -5.2948], [-1.2841, -0.6140, -5.0302], [-1.8742, 0.7054, -3.3606], [-0.9832, -0.6851, -5.9917], [-1.6393, -1.3724, -4.4655], [-1.8832, -0.1582, -2.8370], [-1.6245, 1.5182, -2.8155], [1.8615, 4.8809, -0.2534], [2.4803, 5.7832, -0.7541], [2.3382, 4.0464, 0.6025], [0.6809, 4.5204, -0.5842], [3.2700, 4.2298, 0.9462], [1.7839, 3.2214, 0.7820], [0.2987, 3.7033, -0.1300], [0.1672, 5.1218, -1.2123], [3.3748, -0.1298, -5.3046], [4.0600, -0.0685, -6.3104], [2.3109, 0.6177, -4.9460], [3.5487, -1.2258, -4.5825], [1.9129, 0.3172, -4.0677], [1.8652, 1.3064, -5.5352], [3.3558, -1.2193, -3.5911], [4.0486, -2.0010, -4.9938], [-3.2620, 5.6065, 4.8363], [-2.2465, 6.2215, 4.8282], [-4.3151, 5.9078, 5.5280], [-3.3750, 4.5176, 4.2125], [-5.1958, 5.6182, 5.1272], [-4.3356, 6.4595, 6.3737], [-4.1736, 3.9417, 4.4377], [-2.5413, 4.0858, 3.8404], [4.0452, -4.3216, -1.6789], [3.0732, -4.9950, -1.3369], [5.2455, -4.8844, -1.8370], [4.0333, -2.9809, -1.8577], [6.0391, -4.2741, -1.9701], [5.2703, -5.8573, -1.5668], [3.1695, -2.4805, -1.7040], [4.6862, -2.4467, -2.4132], [-2.0569, -0.1624, 5.1677], [-2.1277, 0.9826, 5.4004], [-2.2273, -1.2109, 5.8957], [-1.9896, -0.6164, 3.9608], [-2.1044, -2.1688, 5.6001], [-2.2706, -0.9629, 6.8738], [-1.9993, -1.6255, 3.9185], [-2.0328, -0.0938, 3.0975], [2.9082, 1.5444, 3.7369], [3.9553, 1.1781, 4.1672], [2.7405, 2.6509, 3.0951], [1.7411, 0.9702, 3.8346], [1.8014, 2.9068, 2.8257], [3.5051, 3.2403, 2.7983], [1.1490, 1.2022, 3.0500], [1.6388, 0.1893, 4.4671], [-2.3273, -3.5256, 1.9376], [-1.9545, -3.5996, 3.1176], [-3.2894, -2.8588, 1.4127], [-1.6532, -3.9704, 0.9310], [-3.8702, -2.3574, 2.0696], [-3.7483, -3.0209, 0.5277], [-0.8210, -4.5407, 0.9795], [-1.9537, -3.7201, -0.0002], [1.9598, -2.7743, 1.9255], [2.7366, -3.2825, 2.6904], [1.9690, -3.0756, 0.7250], [0.9399, -1.9468, 2.3132], [2.6636, -3.8047, 0.6470], [1.1932, -2.9075, 0.1006], [0.8872, -1.6706, 3.2833], [0.4391, -1.5081, 1.5537], [-0.3489, -5.3106, -3.2843], [-0.6273, -6.4599, -3.3831], [0.0285, -4.7518, -2.1543], [-0.6647, -4.3253, -4.0587], [-0.0108, -3.7453, -2.2276], [0.3626, -5.1701, -1.2978], [-1.1782, -4.5038, -4.9099], [-0.4042, -3.3848, -3.7985], [-4.5873, -3.6087, -2.0074], [-4.6883, -3.4389, -0.8105], [-3.4454, -3.6765, -2.6728], [-5.6349, -3.8898, -2.7889], [-3.4634, -3.7591, -3.6793], [-2.6219, -3.6181, -2.0909], [-6.5024, -3.4778, -2.4761], [-5.4043, -3.8068, -3.7687], [-2.6348, -7.8835, -1.0755], [-3.5698, -8.5178, -0.6960], [-1.4435, -8.3522, -1.4287], [-2.5965, -6.5606, -1.2306], [-0.6915, -7.7263, -1.6798], [-1.2206, -9.3357, -1.4855], [-1.6598, -6.1957, -1.3288], [-3.4168, -5.9890, -1.0881], [-0.1190, 4.7821, 5.3945], [-0.3974, 4.1066, 4.7761], [-0.8257, 5.4276, 5.3790], [-5.2889, 1.3318, 4.5096], [-5.3730, 0.4572, 4.1299], [-4.5011, 1.2836, 5.0511], [-1.0472, 3.1093, 3.6785], [-1.2544, 2.2676, 4.0844], [-0.5413, 2.8815, 2.8985], [0.8809, -5.9155, 0.7515], [1.5929, -5.7018, 1.3545], [0.2158, -6.3285, 1.3022], [3.2347, 2.3581, -2.3370], [3.0645, 1.5720, -1.8179], [2.5096, 2.9464, -2.1263], [4.9075, 4.4105, 1.7305], [5.1411, 3.5603, 1.3580], [5.7469, 4.8153, 1.9494]],
  "e_tot_ha": -5269.9701,
  "lumo_ha": 0.0680,
  "e_homo_ev": -5.4,
  "charge": -2,
  "e_above_lowest_kj_mol": 1207.7,
  "orbital_gap_ev": 7.211
}